# 1
A molecular structure, C4H11Br2Cl2HfN2O13 in a non-equilibrium geometry. Source: OMol25; level of theory: the ωB97M-V functional and the def2-TZVPD basis.

- HOMO-LUMO gap: 8.46 eV
- Energy above the lowest of the compared OMol25 structures with the same formula, charge and spin: 0.0 kcal/mol
- Total charge: -1

```
35
Properties=species:S:1:pos:R:3:forces:R:3:lowdin_charge:R:1
Hf -0.775442 -0.468397 -1.141674 1.2 -1.2 4.4 1.33
Cl 0.179754 -4.216317 -0.503882 -0.2 -1.4 -1.0 0.66
O -0.756817 -4.817187 -1.414744 0.6 0.2 -0.1 -0.34
O 0.187290 -4.989743 0.706477 -0.2 1.0 0.3 -0.33
O 1.524183 -4.165392 -1.019001 -0.1 0.1 -0.2 -0.36
O -0.263866 -2.832334 -0.304446 -0.4 1.4 0.7 -0.52
Cl 1.703484 2.523114 -1.078793 1.0 0.9 0.0 0.66
O 2.879362 1.870724 -1.584715 -0.2 -0.2 0.3 -0.33
O 1.458781 3.730654 -1.813007 -0.3 -0.3 -0.1 -0.33
O 0.561963 1.626098 -1.269939 -1.8 -1.3 -0.4 -0.51
O 1.813414 2.823646 0.314037 0.0 -0.3 0.0 -0.32
C -1.233910 -0.342846 3.394422 -1.1 0.2 -0.4 -0.09
C -0.236229 -0.205143 2.259423 0.8 0.6 -0.2 -0.37
O -0.799207 -0.204832 0.982647 -1.0 -0.7 -4.1 -0.41
H -1.909330 0.516940 3.335023 0.0 0.0 0.1 0.07
H -0.807696 -0.348243 4.397295 0.4 0.0 -0.2 0.07
H -1.886652 -1.214424 3.309079 0.3 -0.2 -0.2 0.07
H 0.563014 -0.950719 2.309066 0.0 -0.1 0.1 0.10
H 0.212952 0.793857 2.327005 0.4 -0.2 0.4 0.11
Br -3.240496 -1.505873 -1.490202 1.6 0.9 0.0 -0.05
Br 0.413742 -1.273077 -3.433408 -0.9 0.7 1.1 -0.04
C -3.025040 3.835685 -0.622610 -0.1 0.9 -1.2 0.06
N -3.284280 2.423812 -0.319912 -0.4 -0.5 0.7 -0.42
O -4.368549 2.132593 0.124302 -0.1 0.2 -0.1 0.10
O -2.400544 1.612975 -0.514133 0.7 0.0 -0.6 -0.06
H -3.473575 4.519482 0.089457 0.2 -0.4 0.5 0.10
H -3.577204 4.052228 -1.541087 0.1 -0.3 -0.1 0.11
H -1.973477 4.006261 -0.825437 0.1 -0.2 0.3 0.10
C 3.616904 -1.535387 -1.118507 0.9 0.8 0.1 0.06
N 2.695004 -0.978732 -0.094215 0.0 -0.7 -0.4 -0.37
O 3.119832 -0.738575 1.001769 -0.2 0.1 0.1 0.13
O 1.541663 -0.819108 -0.451902 -0.4 0.2 0.2 -0.15
H 3.488171 -0.906601 -1.995923 -0.2 -0.3 -0.1 0.09
H 3.441379 -2.591421 -1.295634 -0.5 0.1 0.1 0.09
H 4.611423 -1.363717 -0.716833 0.0 -0.2 0.0 0.10
```
Forces are in eV/Å.

***

# 2
2 unconnected molecules or ions with the total composition C2H8N2O3. Source: OMol25; level of theory: the ωB97M-V functional and the def2-TZVPD basis.

- HOMO-LUMO gap: 10.58 eV
- Energy above the lowest of the compared OMol25 structures with the same formula, charge and spin: 0.0 kcal/mol
- Total charge: 0
- SMILES string: NC(=O)O.NCO

```
15
Properties=species:S:1:pos:R:3:forces:R:3:lowdin_charge:R:1
N -0.311332 -0.706193 2.244097 -0.3 0.2 0.3 0.13
C 0.490872 0.374561 2.637628 0.3 -0.2 -0.4 -0.65
O 1.554955 0.559641 1.815028 -0.4 0.1 -0.1 0.09
O 0.338409 1.054305 3.606996 0.0 0.0 0.4 0.10
H -0.748095 -0.554159 1.335884 0.3 -0.2 0.1 0.07
H -0.993348 -0.901237 2.968757 0.0 0.1 -0.2 0.10
H 1.459252 -0.060764 1.079894 0.1 0.0 0.0 0.09
N -0.558596 -0.038743 -2.974461 0.2 0.1 -0.1 0.03
C 0.129061 -0.362303 -1.778995 -0.2 0.1 0.5 -0.33
O -0.383665 0.262295 -0.561891 0.3 0.0 -0.7 -0.10
H -1.539440 -0.247633 -2.924635 -0.3 0.0 -0.1 0.07
H -0.397860 0.910020 -3.297591 -0.1 -0.2 0.1 0.08
H 0.036153 -1.421974 -1.555434 0.1 -0.1 -0.2 0.12
H 1.174352 -0.076049 -1.903774 0.1 -0.2 0.1 0.12
H -0.250717 1.208233 -0.691504 -0.1 0.1 0.3 0.09
```
Forces are in eV/Å.